Entry 1:
Below is C60H140N2O29 as an isolated structure in a non-equilibrium geometry, with properties calculated with ωB97M-V with the def2-TZVPD basis set.

Results
* electronic energy: -4660.03690 Ha
* relative energy (zero: lowest compared OMol25 entry of this formula, charge and spin): 1627.18 kJ/mol
* highest occupied orbital energy: -7.5 eV
* E_LUMO: 0.0174 Ha
* HOMO-LUMO gap: 8.01 eV

XYZ file:
```
231
Properties=species:S:1:pos:R:3:forces:R:3
C -1.861736 -2.778043 2.991057 0.7 -0.5 0.0
O -1.656719 -1.379652 2.864779 -3.9 -0.1 1.4
C -1.964313 -0.603525 4.003554 0.8 -0.2 0.3
C -3.386769 -0.747123 4.543724 -0.2 1.6 -0.4
O -4.293194 -0.991957 3.476331 0.4 -0.5 0.5
C -5.456029 -1.669769 3.867235 -0.9 -0.6 0.1
C -6.000781 -2.496887 2.725134 0.5 0.6 0.2
O -6.540864 -1.639862 1.741689 0.2 -0.3 0.0
C -6.539954 -2.215546 0.449359 0.1 0.2 0.0
H -2.779262 -3.127110 3.472065 0.0 0.6 0.4
H -0.958653 -3.130899 3.497852 -0.2 -0.6 0.1
H -1.928002 -3.230518 2.000778 0.3 0.3 -0.1
H -1.673028 0.415603 3.748198 -0.6 0.2 -0.4
H -1.252404 -0.800092 4.817286 -0.1 -0.5 0.1
H -3.660616 0.234424 4.950851 0.1 0.1 0.3
H -3.443061 -1.412053 5.407794 -0.2 -0.7 -0.5
H -6.259354 -1.016015 4.228784 0.2 0.4 0.0
H -5.275554 -2.398183 4.668145 0.3 0.1 0.1
H -6.760208 -3.171651 3.132165 -0.1 -0.1 -0.2
H -5.134040 -3.073693 2.381484 -0.2 -0.1 -0.5
H -7.034323 -3.191539 0.432394 -0.1 0.0 0.0
H -5.516813 -2.331575 0.076375 0.1 -0.1 0.0
H -7.076228 -1.529439 -0.204277 0.0 0.0 0.0
C 4.412270 1.931276 3.542409 0.7 -1.2 0.7
O 5.121735 3.154611 3.591169 -0.5 0.7 -0.2
C 6.512472 2.980521 3.442537 -0.3 -1.0 0.2
C 6.966034 2.709620 2.033050 0.1 0.3 -0.8
O 6.356198 1.593341 1.413288 -0.5 0.4 0.4
C 6.819489 1.373328 0.091641 0.9 -0.5 1.3
C 5.768072 0.665557 -0.696493 -0.2 -0.2 -0.7
O 5.623475 -0.687899 -0.323875 0.4 0.4 0.1
C 4.580716 -1.291680 -1.084010 0.9 -0.2 0.8
H 4.876357 1.286007 4.300819 0.1 -0.4 -0.2
H 4.510020 1.445767 2.573234 -0.1 0.1 0.1
H 3.372596 1.927532 3.867149 -0.1 1.1 -0.3
H 6.845284 2.139797 4.064309 0.0 0.0 0.2
H 7.027617 3.866878 3.808188 -0.1 0.2 -0.1
H 8.052480 2.553515 2.053877 0.1 0.2 0.0
H 6.731713 3.579080 1.404249 0.2 0.2 0.1
H 7.718742 0.756407 0.230925 -0.1 -0.3 -0.6
H 7.195571 2.286210 -0.384598 -0.5 0.2 -0.1
H 6.026045 0.801089 -1.756722 0.3 -0.5 -0.2
H 4.795260 1.169676 -0.640854 0.0 0.0 0.5
H 3.722984 -0.619730 -1.007860 0.3 -0.7 -0.3
H 4.348373 -2.271627 -0.671361 0.0 0.2 0.5
H 4.917358 -1.515530 -2.100715 0.0 0.9 1.7
C 1.679577 -6.112436 -0.615071 -2.5 2.1 7.1
O 1.868743 -4.878206 0.014809 0.6 1.3 1.0
C 1.438492 -3.751571 -0.709102 -0.3 1.7 4.0
C 1.707642 -2.521694 0.139372 2.4 -3.4 6.8
O 0.709395 -2.467378 1.148162 5.2 -1.7 3.8
C 0.551416 -1.178492 1.677181 2.1 1.6 5.1
C 1.577254 -0.833518 2.776653 0.0 -1.8 -0.2
O 1.479581 -1.791359 3.829051 0.4 0.3 0.2
C 2.442454 -1.533249 4.837753 -0.4 -0.9 0.3
H 2.118170 -6.104896 -1.621136 -1.6 2.6 8.3
H 0.623155 -6.384845 -0.729729 -0.9 0.9 2.3
H 2.181299 -6.863444 -0.007452 -0.2 0.3 0.3
H 0.351612 -3.790214 -0.837749 -0.1 -0.1 -0.6
H 1.967687 -3.600465 -1.657484 -0.6 3.6 3.0
H 1.663331 -1.625324 -0.489053 3.5 -0.1 7.6
H 2.639461 -2.603156 0.708200 0.4 -0.4 -0.5
H -0.395337 -1.134503 2.222574 1.6 -0.4 -0.8
H 0.510053 -0.366731 0.943631 1.2 -1.7 2.6
H 1.380928 0.168873 3.170856 0.0 0.0 0.1
H 2.604844 -0.925440 2.407681 0.2 0.3 0.0
H 2.053915 -0.800531 5.547781 0.2 0.3 0.0
H 3.438300 -1.268064 4.474071 -0.1 0.4 -0.4
H 2.607171 -2.466789 5.378174 -0.2 0.0 0.1
C 4.161133 -9.883753 -1.880965 0.5 -0.8 -0.9
O 3.550528 -8.766224 -2.469270 0.6 1.0 0.6
C 2.317604 -8.434144 -1.884681 -1.1 -0.4 -0.7
C 1.753624 -7.122604 -2.426607 -0.8 -5.5 -5.9
O 2.791578 -6.158842 -2.416935 6.2 -0.4 -9.4
C 2.355776 -4.878426 -2.823842 0.6 -0.5 -2.9
C 3.545512 -3.939541 -2.975037 1.4 -0.5 0.2
O 3.121257 -2.598240 -2.925497 -0.3 0.5 -1.0
C 3.851467 -1.656526 -3.709702 -0.2 -1.3 -1.6
H 3.625661 -10.762524 -2.259524 -0.2 -0.3 0.9
H 4.339292 -9.836312 -0.804297 -0.7 0.0 0.1
H 5.168685 -10.038872 -2.277899 -0.1 0.6 -0.3
H 2.281884 -8.396254 -0.792888 0.6 -0.6 -0.2
H 1.594259 -9.179178 -2.242497 -0.2 -0.2 0.4
H 0.889686 -6.805985 -1.835835 -0.1 -1.7 -2.7
H 1.412794 -7.328287 -3.446893 0.6 0.2 -0.5
H 1.793924 -4.447153 -1.984088 -0.2 -4.1 -3.7
H 1.727433 -4.939120 -3.715766 0.2 0.0 -0.3
H 4.184317 -4.182268 -3.830933 -0.4 0.2 -0.3
H 4.226195 -4.052155 -2.121001 -0.1 -0.5 0.2
H 4.903672 -1.627054 -3.411024 -0.4 0.4 -0.7
H 3.303646 -0.720476 -3.659974 0.4 0.3 0.2
H 3.936103 -1.971736 -4.756267 -0.6 -0.1 -0.1
C 0.148389 3.964884 2.063760 -1.3 0.5 -0.2
O 1.121225 2.960091 2.160241 0.4 0.3 -0.2
C 0.877097 1.946611 1.216604 -1.6 -1.0 0.6
C 2.112827 1.149624 0.908084 1.4 0.7 0.2
O 1.862303 -0.022274 0.180536 2.0 2.5 -1.8
C 1.579388 0.091946 -1.212933 1.0 1.2 0.0
C 0.950716 -1.214083 -1.632984 -3.6 2.8 -6.7
O -0.438478 -1.298029 -1.359963 0.2 0.5 -0.5
C -0.779067 -1.435402 0.000797 -7.2 0.8 -3.5
H -0.877590 3.638379 2.290235 0.1 -0.6 0.0
H 0.070093 4.350244 1.041033 0.3 0.2 0.0
H 0.281941 4.801758 2.745847 0.8 -0.2 0.0
H 0.278605 2.276358 0.359301 0.6 0.5 -0.3
H 0.165423 1.228865 1.659441 0.0 0.2 0.2
H 2.564729 0.774113 1.827441 -0.2 0.6 -0.2
H 2.898647 1.787957 0.483804 -0.1 0.0 -0.5
H 2.561252 0.267970 -1.668380 -0.5 -0.1 -0.7
H 1.017957 1.004925 -1.430714 -0.5 -0.3 0.0
H 1.409284 -2.049292 -1.100684 -2.2 -0.4 -8.1
H 0.973038 -1.267109 -2.720339 0.3 0.2 -0.2
H -0.377465 -2.342238 0.464579 -2.0 1.0 -1.5
H -1.856621 -1.637507 0.014982 -0.6 0.3 -0.5
H -0.666445 -0.523807 0.584556 -1.9 -0.5 -2.0
C -10.670885 -6.764474 -2.037338 0.8 -0.7 0.0
O -9.304793 -6.376174 -2.137195 -0.2 0.7 0.3
C -8.424372 -7.460987 -1.907252 -0.6 0.6 0.3
C -6.980096 -7.064479 -2.051485 -0.4 -1.2 -1.2
O -6.394961 -6.448465 -0.946871 -0.2 -0.1 0.6
C -5.130167 -5.924798 -1.221242 1.5 0.7 -0.2
C -4.438729 -5.444498 0.084120 -1.0 -0.7 -0.1
O -3.410552 -4.502203 -0.065353 -1.0 1.5 -0.2
C -2.478633 -4.753444 -1.066028 0.9 -1.5 -0.3
H -10.774182 -7.641111 -2.685897 -0.5 -0.2 0.2
H -11.374840 -6.010637 -2.378342 0.4 0.4 0.0
H -10.887226 -7.024100 -0.998624 -0.2 -0.1 0.0
H -8.684898 -8.222793 -2.649771 0.4 -0.2 -0.1
H -8.529293 -7.928295 -0.919073 -0.4 0.2 0.1
H -6.869627 -6.499935 -2.983721 0.2 0.3 0.1
H -6.566939 -8.067932 -2.238688 0.8 0.2 0.1
H -5.218529 -5.076968 -1.913307 -0.1 0.3 0.2
H -4.445924 -6.596247 -1.754321 -0.4 -0.6 0.1
H -4.052394 -6.252137 0.714730 -0.1 -0.5 -0.4
H -5.288074 -5.046335 0.644229 0.4 0.6 0.2
H -1.722181 -3.971980 -1.129727 -0.2 0.2 0.4
H -2.835244 -4.903099 -2.093572 -0.6 0.3 0.2
H -2.002448 -5.716774 -0.813961 0.4 0.2 -0.1
C -5.666160 -0.947096 -3.226590 0.0 -0.1 0.1
O -4.356189 -1.014480 -3.740666 0.0 0.0 -0.3
C -3.582349 -2.072748 -3.232502 -0.3 -0.1 0.5
C -2.156408 -1.936007 -3.649614 1.1 0.3 -0.3
O -1.927137 -2.119069 -5.031421 -0.7 0.1 -0.7
C -0.555725 -2.126655 -5.364518 -0.1 0.5 0.0
C 0.122779 -0.750361 -5.392863 -0.4 1.0 0.4
O -0.438711 0.100450 -6.388854 0.1 -0.8 -0.3
C 0.394362 1.178160 -6.745571 0.4 0.0 0.2
H -6.065008 -1.926022 -2.941437 0.1 -0.1 -0.2
H -6.299237 -0.521267 -4.003066 -0.1 0.0 0.0
H -5.725727 -0.321443 -2.329621 0.1 0.1 0.0
H -3.987929 -3.057440 -3.500558 -0.1 0.0 -0.4
H -3.608006 -2.051193 -2.133185 0.2 0.1 0.1
H -1.534102 -2.669549 -3.121962 -0.2 0.0 0.3
H -1.769409 -0.953584 -3.367308 -0.2 0.0 0.2
H -0.449554 -2.523764 -6.373830 -0.2 -0.3 0.1
H -0.115698 -2.800954 -4.620516 0.8 0.1 -0.2
H 1.202636 -0.786172 -5.563829 0.1 -0.6 0.1
H -0.027661 -0.214563 -4.447636 0.2 -0.2 0.3
H 0.717979 1.754170 -5.871605 -0.5 0.4 0.1
H -0.161469 1.741200 -7.490039 0.0 0.3 0.2
H 1.360595 0.909035 -7.195046 -0.2 -0.6 -0.2
C 7.382570 8.466413 0.703564 0.7 -1.1 -0.4
O 6.239062 8.208830 1.466446 -0.4 0.1 -0.1
C 6.029841 6.841430 1.721929 -0.5 -0.2 -0.9
C 4.573904 6.555334 2.067273 -0.4 -0.4 0.9
O 3.614095 7.120980 1.191602 0.4 0.8 -0.1
C 2.316393 7.047368 1.724166 -0.5 -0.7 0.8
C 1.283744 7.407878 0.677039 1.0 -0.3 0.0
O 0.006696 7.236390 1.247540 0.2 0.0 -0.3
C -0.981133 7.087930 0.255962 -0.7 -0.6 0.3
H 7.420501 9.487675 0.336260 -0.2 0.1 0.4
H 7.425935 7.796543 -0.167273 -0.3 0.1 -0.2
H 8.300885 8.191948 1.239987 0.0 0.4 0.3
H 6.735331 6.494574 2.482003 -0.3 -0.1 0.4
H 6.212864 6.186205 0.858428 0.4 0.5 -0.5
H 4.374976 6.850424 3.102960 -0.1 0.2 0.0
H 4.396330 5.474120 2.018967 0.4 -0.2 0.3
H 2.136333 7.598508 2.656072 0.5 0.7 -0.2
H 2.103004 6.026764 2.072617 0.1 -0.3 -0.4
H 1.471324 6.702546 -0.142029 -0.4 0.0 -0.2
H 1.468190 8.413421 0.288339 -0.3 0.1 0.1
H -1.901031 6.706978 0.708493 0.1 0.3 0.4
H -0.730658 6.268552 -0.425959 0.3 0.4 -0.4
H -1.222091 8.031879 -0.236657 0.2 -0.1 -0.3
C -2.189088 4.522812 -2.286755 1.2 0.4 0.6
O -1.450830 3.569957 -3.031535 0.4 0.0 -0.2
C -1.157777 2.399320 -2.316203 -1.2 -1.5 -0.2
C -2.400386 1.636965 -1.825185 0.2 0.2 0.7
O -2.686008 2.106199 -0.510491 0.3 0.2 0.3
C -3.721027 1.436913 0.145741 -0.3 -0.7 0.4
C -3.841739 1.765070 1.611111 0.6 1.5 0.5
O -3.776306 3.196404 1.715207 -0.5 0.1 0.6
C -3.918794 3.598490 3.059751 -0.1 0.6 -0.1
H -3.264075 4.427053 -2.424896 0.0 0.0 0.1
H -1.826309 5.521165 -2.546296 -0.4 0.0 -0.7
H -1.878651 4.469513 -1.237953 -0.6 -0.4 0.2
H -0.486017 2.524908 -1.462458 -0.1 0.5 0.1
H -0.688413 1.645687 -2.953104 0.3 0.6 -0.6
H -2.192213 0.562102 -1.792653 0.1 0.0 0.1
H -3.254559 1.764166 -2.497208 0.0 0.2 -0.1
H -3.553597 0.351316 0.129909 -0.3 -0.1 -0.5
H -4.696416 1.725086 -0.263129 0.0 -0.3 -0.5
H -3.071161 1.396336 2.297540 0.3 -0.5 -0.5
H -4.793465 1.402975 2.012404 -0.1 -0.1 -0.2
H -4.867609 3.293926 3.512757 0.0 -0.5 0.0
H -3.957686 4.687411 3.135805 0.2 0.1 -0.4
H -3.067760 3.280121 3.669959 0.0 -0.3 0.1
C 3.606625 2.489811 -2.901918 -0.6 -0.5 0.3
O 2.903978 2.016162 -3.781447 0.4 0.0 -0.2
N 3.231137 3.506404 -2.106536 -0.5 0.2 0.6
C 3.961964 3.911089 -0.916348 -0.2 0.4 0.2
C 2.004044 4.224719 -2.405634 -0.3 1.0 -0.5
H 4.575045 2.049761 -2.612593 0.0 0.2 -0.2
H 4.630485 3.122146 -0.574342 -0.1 0.1 0.0
H 3.226236 4.138982 -0.141674 0.0 -0.3 0.2
H 4.519521 4.847994 -1.005783 0.1 -0.1 -0.5
H 1.292792 3.673856 -3.014641 0.4 -0.2 -0.3
H 1.393203 4.596510 -1.578040 0.6 -0.5 0.7
H 2.292546 5.151473 -2.910851 -0.2 -0.1 -0.4
C -1.002645 8.860932 5.834801 0.1 1.2 0.3
O -0.294061 9.640281 5.223956 0.0 -0.6 -0.1
N -1.382268 7.631800 5.467440 0.2 -0.5 -0.8
C -2.438463 6.927595 6.144416 -0.5 0.8 0.9
C -0.943837 7.049594 4.217673 0.2 -0.8 -0.5
H -1.432929 9.161807 6.803840 -0.1 -0.1 0.1
H -3.397296 7.129636 5.658505 0.0 -0.6 -0.3
H -2.600422 7.350666 7.139901 0.3 0.1 0.0
H -2.228508 5.873819 6.317415 0.0 -0.1 -0.5
H -1.785578 6.666973 3.633221 -0.2 0.1 0.2
H -0.386218 7.676211 3.528982 -0.1 0.6 0.5
H -0.310882 6.178916 4.414498 0.0 0.0 0.1
```
Forces are in eV/Å.

***

Entry 2:
Below is C5H10O2 as an isolated structure, with properties calculated with ωB97M-V with the def2-TZVPD basis set.

Results
* electronic energy: -346.86197 Ha
* relative energy (zero: lowest compared OMol25 entry of this formula, charge and spin): 429.17 kJ/mol
* highest occupied orbital energy: -7.3 eV
* E_LUMO: 0.0304 Ha
* HOMO-LUMO gap: 8.12 eV

XYZ file:
```
17
Properties=species:S:1:pos:R:3:forces:R:3
C 0.982722 1.650250 0.399965 0.0 0.0 0.0
C 0.948940 0.261625 -0.165249 0.2 -0.1 0.3
O 1.292690 0.249814 -1.517192 0.1 -0.2 0.0
C 1.119625 -0.864802 0.591963 -0.2 0.1 -0.1
C -1.047786 -0.063788 -0.449516 -0.2 -0.3 0.0
C -1.980794 -0.627614 0.590092 0.0 0.0 0.1
O -1.136753 -0.790121 -1.554426 0.1 0.2 0.0
H 2.024728 1.968210 0.520155 -0.1 0.0 0.0
H 0.473830 2.336519 -0.279035 0.1 -0.1 0.1
H 0.488269 1.683241 1.375150 0.1 0.0 -0.2
H 1.798079 -0.560231 -1.674697 -0.1 0.2 0.0
H 1.263785 -1.839051 0.134380 -0.1 0.1 0.0
H 1.043304 -0.815572 1.671842 0.0 0.0 -0.2
H -2.168909 -1.703736 0.494012 0.1 0.1 0.0
H -1.643252 -0.403459 1.604357 0.0 0.0 -0.2
H -2.939387 -0.112031 0.443314 0.1 0.0 0.0
H -0.519092 -0.369254 -2.185115 -0.2 -0.1 0.1
```
Forces are in eV/Å.

***

> What is the relative energy (zero: lowest compared OMol25 entry of this formula, charge and spin) in the first record?

1627.18 kJ/mol

***

> Look up the HOMO-LUMO gap of the first one.

8.01 eV

***

> What is the highest occupied orbital energy in the second record?

-7.3 eV